The following is a quantum chemistry calculation of a structure of composition C30H51Br8O16, from OMol25.

Molar mass ... 1306.95 g mol⁻¹
DFT total energy ... -22968.57081 a.u.
Multiplicity ... 1
Orbital gap ... 7.82 eV
Maximum force ... 13.06 eV Å⁻¹
Total charge ... -1

Positions of all 105 atoms, in Å:
C: 0.76 -0.82 -1.43
C: -0.33 0.04 -0.72
O: -1.48 -0.62 -0.27
H: 0.33 -1.28 -2.32
H: 1.27 -1.60 -0.87
H: 1.57 -0.16 -1.74
H: -0.53 0.78 -1.49
H: 0.27 0.44 0.10
Br: 3.32 0.76 -3.61
C: 4.13 -0.71 -2.57
C: 3.08 -1.49 -1.71
Br: 3.93 -2.86 -0.71
H: 4.84 -0.16 -1.96
H: 4.74 -1.33 -3.23
H: 2.29 -1.95 -2.30
H: 2.60 -0.89 -0.94
Br: 1.51 -3.57 -2.83
C: 1.36 -4.21 -0.89
C: 0.78 -3.17 0.15
Br: 0.46 -4.22 1.89
H: 2.30 -4.65 -0.56
H: 0.69 -5.06 -1.03
H: -0.19 -2.89 -0.26
H: 1.44 -2.33 0.36
Br: 0.53 4.00 -3.78
C: -0.31 2.18 -4.04
C: 0.76 1.06 -3.86
Br: -0.20 -0.61 -4.10
H: -0.82 2.13 -5.00
H: -1.05 2.12 -3.24
H: 1.22 1.07 -2.87
H: 1.57 1.07 -4.58
Br: -3.65 -2.84 -2.46
C: -1.72 -2.20 -2.45
C: -1.00 -2.70 -3.72
Br: -0.81 -4.63 -3.82
H: -1.13 -2.26 -1.54
H: -1.82 -1.12 -2.53
H: -0.02 -2.26 -3.90
H: -1.53 -2.40 -4.62
C: 0.71 -1.70 2.93
C: 0.84 -0.78 1.69
C: 0.82 0.64 1.99
O: 2.02 1.10 1.48
C: 2.71 0.14 0.88
O: 3.82 0.26 0.41
O: 2.05 -1.00 1.03
H: 0.27 -2.61 2.54
H: -0.04 -1.28 3.60
H: 1.66 -1.85 3.45
H: -0.05 -0.94 1.07
H: 0.91 0.88 3.05
H: -0.03 1.17 1.56
C: -1.17 -3.28 3.37
C: -2.14 -2.40 2.48
C: -2.06 -2.53 0.97
O: -3.33 -2.97 0.55
C: -4.13 -2.95 1.57
O: -5.38 -2.97 1.51
O: -3.41 -2.91 2.72
H: -0.16 -3.38 2.98
H: -1.53 -4.30 3.50
H: -1.24 -2.86 4.37
H: -2.10 -1.35 2.77
H: -1.29 -3.28 0.77
H: -1.77 -1.61 0.47
C: 2.10 2.01 -1.41
C: 2.03 3.44 -0.77
C: 2.17 3.48 0.75
O: 3.14 4.50 0.99
C: 3.94 4.57 -0.09
O: 4.99 5.26 -0.16
O: 3.31 4.00 -1.12
H: 2.28 2.19 -2.47
H: 1.11 1.57 -1.30
H: 2.92 1.40 -1.03
H: 1.29 4.17 -1.11
H: 2.43 2.61 1.34
H: 1.15 3.67 1.09
C: -3.38 2.88 -0.62
C: -1.94 2.28 -0.43
C: -0.81 2.98 -1.15
O: 0.23 3.06 -0.20
C: -0.32 2.90 1.00
O: 0.34 3.04 2.02
O: -1.59 2.49 0.94
H: -3.40 3.92 -0.30
H: -4.08 2.36 0.03
H: -3.82 2.72 -1.60
H: -1.95 1.20 -0.63
H: -1.07 3.91 -1.66
H: -0.45 2.32 -1.94
C: -2.44 0.57 1.62
C: -1.82 1.34 2.83
C: -2.70 1.64 4.09
O: -1.74 1.35 5.09
C: -0.77 0.50 4.65
O: 0.10 0.04 5.31
O: -0.83 0.47 3.35
H: -3.05 1.16 0.95
H: -2.94 -0.36 1.91
H: -1.63 0.33 0.94
H: -1.37 2.28 2.49
H: -3.67 1.17 4.23
H: -2.94 2.70 4.13

Here are the Mulliken charges for atoms 1 to 99, given in e: atom 1 (C): 1.499, atom 2 (C): 0.468, atom 3 (O): -0.712, atom 4 (H): -1.383, atom 5 (H): -1.781, atom 6 (H): 1.650, atom 7 (H): 0.563, atom 8 (H): 0.828, atom 9 (Br): -0.058, atom 10 (C): -0.776, atom 11 (C): 1.048, atom 12 (Br): -0.094, atom 13 (H): 0.390, atom 14 (H): 0.580, atom 15 (H): -0.710, atom 16 (H): -0.314, atom 17 (Br): -0.113, atom 18 (C): -1.827, atom 19 (C): 1.329, atom 20 (Br): -0.167, atom 21 (H): 0.514, atom 22 (H): 0.766, atom 23 (H): -0.836, atom 24 (H): 0.659, atom 25 (Br): -0.155, atom 26 (C): -0.569, atom 27 (C): 0.337, atom 28 (Br): -0.170, atom 29 (H): 0.656, atom 30 (H): 0.545, atom 31 (H): -2.011, atom 32 (H): 0.805, atom 33 (Br): -0.151, atom 34 (C): 0.386, atom 35 (C): -1.544, atom 36 (Br): -0.193, atom 37 (H): -0.657, atom 38 (H): 0.305, atom 39 (H): 0.639, atom 40 (H): 0.813, atom 41 (C): -0.072, atom 42 (C): 0.969, atom 43 (C): -0.525, atom 44 (O): -0.318, atom 45 (C): 0.098, atom 46 (O): -0.576, atom 47 (O): -0.198, atom 48 (H): -1.913, atom 49 (H): -0.143, atom 50 (H): 0.291, atom 51 (H): 1.090, atom 52 (H): 0.485, atom 53 (H): -0.030, atom 54 (C): -2.947, atom 55 (C): 2.133, atom 56 (C): 1.295, atom 57 (O): -0.344, atom 58 (C): 0.318, atom 59 (O): -0.715, atom 60 (O): -0.608, atom 61 (H): 1.480, atom 62 (H): 0.669, atom 63 (H): 0.345, atom 64 (H): -0.417, atom 65 (H): 0.343, atom 66 (H): -0.970, atom 67 (C): -1.030, atom 68 (C): 0.053, atom 69 (C): 0.384, atom 70 (O): -0.546, atom 71 (C): 0.486, atom 72 (O): -0.703, atom 73 (O): -0.601, atom 74 (H): 1.491, atom 75 (H): 0.485, atom 76 (H): 0.172, atom 77 (H): 0.175, atom 78 (H): -0.155, atom 79 (H): 0.036, atom 80 (C): -1.643, atom 81 (C): 0.497, atom 82 (C): -0.482, atom 83 (O): -0.411, atom 84 (C): 0.716, atom 85 (O): -0.549, atom 86 (O): -0.256, atom 87 (H): 0.462, atom 88 (H): 0.313, atom 89 (H): 0.376, atom 90 (H): -0.393, atom 91 (H): 0.962, atom 92 (H): -1.822, atom 93 (C): -0.720, atom 94 (C): 0.010, atom 95 (C): -0.547, atom 96 (O): -0.465, atom 97 (C): 0.256, atom 98 (O): -0.555, atom 99 (O): -0.289